69
Properties=species:S:1:pos:R:3:lowdin_charge:R:1 method="wB97M-V/def2-TZVPD" e_lumo_ev=2.2476 total_charge=-1 e_tot_ha=-3676.77508 max_force_ev_per_a=2.19
C 4.010 0.428 2.412 -0.112
C 2.813 -0.540 2.208 -0.261
C 1.762 0.213 1.387 -0.561
Cl 0.905 1.461 2.368 0.695
C 0.803 -0.729 0.557 -0.420
C 0.670 -2.199 0.984 -0.041
C -0.085 -2.561 2.289 -0.614
N -1.474 -2.917 2.061 0.081
N -0.001 -1.567 3.369 0.089
N 0.586 -3.834 2.777 0.047
O 1.594 -0.862 -0.650 -0.167
Al 1.079 0.431 -1.795 0.162
P 2.850 1.920 -2.287 0.583
O 3.830 1.361 -3.288 -0.585
S -0.065 -0.353 -3.661 0.687
O 0.435 -1.676 -3.992 -0.363
O -1.475 -0.405 -3.341 -0.350
C 0.061 0.829 -5.115 -0.530
F -1.131 0.961 -5.663 0.135
F 0.371 2.025 -4.615 0.094
C 1.131 0.465 -6.189 -0.405
F 1.619 1.629 -6.653 0.148
F 2.152 -0.192 -5.697 0.183
C 0.534 -0.256 -7.432 -0.387
F -0.322 -1.202 -7.090 0.190
F -0.084 0.659 -8.172 0.172
C 1.617 -0.906 -8.335 -0.642
F 2.595 -0.094 -8.587 0.223
F 2.069 -1.999 -7.809 0.225
F 1.055 -1.209 -9.489 0.187
O -0.138 1.160 -0.669 -0.168
C -0.483 -0.002 0.057 -0.369
C -1.746 0.036 0.931 -0.135
C -2.562 1.359 0.769 -0.172
C -3.343 1.597 2.089 -0.185
C -2.400 2.289 3.077 -0.246
N -3.083 2.922 4.218 0.049
C -3.476 2.046 5.243 -0.529
C -2.902 0.645 5.391 -0.007
O -4.260 2.420 6.056 0.072
H 3.686 1.381 2.825 0.052
H 4.457 0.601 1.429 0.073
H 4.771 -0.035 3.041 0.065
H 2.462 -0.787 3.208 0.084
H 3.192 -1.395 1.654 0.110
H 2.332 0.756 0.645 0.063
H 1.650 -2.659 1.061 0.104
H 0.173 -2.713 0.160 0.132
H -1.520 -3.567 1.284 0.084
H -1.828 -3.425 2.867 0.071
H -0.921 -1.541 3.803 0.063
H 0.640 -1.863 4.093 0.066
H 1.550 -3.577 2.986 0.057
H 0.129 -4.040 3.663 0.056
H 2.277 3.091 -2.875 -0.043
H 3.502 2.315 -1.076 -0.045
H -0.783 -0.708 -0.751 0.124
H -2.409 -0.749 0.582 0.106
H -1.564 -0.082 1.995 0.062
H -3.235 1.244 -0.081 0.111
H -1.896 2.199 0.581 0.097
H -4.147 2.297 1.840 0.108
H -3.759 0.664 2.473 0.104
H -1.904 3.087 2.523 0.115
H -1.609 1.586 3.353 0.049
H -2.518 3.676 4.587 0.129
H -2.956 0.379 6.444 0.078
H -1.840 0.629 5.134 0.068
H -3.448 -0.118 4.837 0.083